[1]
C3H7N2P in the gas phase at a distorted geometry. Source: the Open Molecules 2025 dataset; level of theory: ωB97M-V/def2-TZVPD.

Calculated values
Charge: 0
Multiplicity: 1
SMILES: [H]/N=C(/C)P/C=N/[H]
ΔE to the lowest compared entry with this formula, charge and spin (kcal/mol): 3.3
HOMO (eV): -9.1

```
13
Properties=species:S:1:pos:R:3:forces:R:3:nbo_charge:R:1
H 1.071453 -0.696317 -2.261151 -0.1 -0.3 -0.2 0.329
N 0.999603 -1.288080 -1.434988 0.3 -0.6 -0.4 -0.613
C 0.921429 -0.564261 -0.407413 0.3 -0.1 0.7 0.036
C 0.813469 -1.217622 0.937860 0.3 -0.6 0.5 -0.687
P 0.961525 1.261447 -0.570264 -2.4 0.1 0.9 0.421
C -1.040020 1.401510 -0.049702 3.1 0.8 -2.0 -0.034
N -1.808741 1.581982 -1.004219 -0.8 -1.1 -1.6 -0.626
H -2.799684 1.474699 -0.784295 0.0 0.7 0.3 0.347
H 1.201336 -0.577439 1.770252 -0.1 -0.6 -0.7 0.218
H -0.253606 -1.389089 1.146488 0.2 0.0 0.0 0.232
H 1.326742 -2.222835 0.867892 -0.6 1.2 0.4 0.246
H 0.551386 0.974644 -1.874972 0.0 1.0 -0.4 -0.027
H -1.358285 1.542448 0.923365 -0.3 -0.5 2.5 0.158
```
Positions in Å, forces in eV/Å.


[2]
A gas-phase ion, C3H7N2S (charge +1) at a distorted geometry. Source: the Open Molecules 2025 dataset; level of theory: ωB97M-V/def2-TZVPD.

Calculated values
Charge: +1
Multiplicity: 1
SMILES: S[C@H]1NC=C[NH2+]1
ΔE to the lowest compared entry with this formula, charge and spin (kcal/mol): 29.9
HOMO (eV): -13.4

```
13
Properties=species:S:1:pos:R:3:forces:R:3:nbo_charge:R:1
S -0.434363 0.709330 2.084796 0.0 -0.4 -0.7 -0.019
C 0.409065 -0.248569 0.707047 -0.2 0.4 1.7 0.016
N -0.443855 -1.193390 0.072381 -0.1 -0.4 -0.2 -0.606
C -0.947195 -0.659006 -1.085769 0.4 0.3 0.0 0.056
C -0.299553 0.452360 -1.430086 -0.5 -0.1 -0.3 -0.201
N 0.716626 0.736974 -0.395007 0.3 0.1 -0.5 -0.531
H 0.481549 0.489818 3.023545 0.3 -0.1 0.1 0.163
H 1.315221 -0.702201 1.110116 0.0 0.2 -0.2 0.248
H -0.971357 -1.846473 0.630300 0.0 0.1 0.1 0.440
H -1.734812 -1.151017 -1.623014 -0.1 0.0 -0.1 0.264
H -0.393850 1.096310 -2.277303 0.0 0.2 -0.2 0.261
H 1.663602 0.614492 -0.777612 -0.1 0.0 0.2 0.446
H 0.638923 1.701371 -0.039394 0.1 -0.3 0.0 0.462
```
Positions in Å, forces in eV/Å.


[3]
2 unconnected molecules or ions with the total composition C3H7N2S2 at a distorted geometry. Source: the Open Molecules 2025 dataset; level of theory: ωB97M-V/def2-TZVPD.

Calculated values
Charge: +1
Multiplicity: 1
ΔE to the lowest compared entry with this formula, charge and spin (kcal/mol): 62.2
HOMO (eV): -13.1

```
14
Properties=species:S:1:pos:R:3:forces:R:3:nbo_charge:R:1
C 1.630321 0.452817 -1.198508 -0.6 -0.9 -0.2 -0.308
C 2.736138 0.595096 -0.204139 -2.3 0.1 -0.5 -0.324
C 0.334201 0.049462 -0.663825 -0.7 1.5 -1.4 0.197
N -0.740956 0.583752 -0.192240 0.2 1.3 0.7 -0.686
N -2.377142 -1.016364 1.136079 -2.7 -2.2 -4.5 -1.068
S 2.439828 0.710295 1.346530 0.1 -0.2 0.8 0.223
S 0.827234 -1.293373 -1.566231 0.4 0.6 1.2 0.380
H 1.649339 0.977475 -2.162421 0.1 0.1 0.6 0.282
H 3.631515 0.802417 -0.658902 2.5 0.2 -0.8 0.218
H -1.446658 -0.151235 0.157828 -0.5 0.3 -0.2 0.442
H -0.886871 1.639082 0.093867 1.0 -2.9 -0.8 0.451
H -2.074443 -0.451368 1.822275 1.1 1.3 3.8 0.385
H -2.352289 -2.024856 1.147929 1.0 0.0 1.0 0.412
H -3.370212 -0.873204 0.941762 0.3 0.6 0.2 0.397
```
Positions in Å, forces in eV/Å.


Repeat the first record exactly.
C3H7N2P in the gas phase at a distorted geometry. Source: the Open Molecules 2025 dataset; level of theory: ωB97M-V/def2-TZVPD.

Calculated values
Charge: 0
Multiplicity: 1
SMILES: [H]/N=C(/C)P/C=N/[H]
ΔE to the lowest compared entry with this formula, charge and spin (kcal/mol): 3.3
HOMO (eV): -9.1

```
13
Properties=species:S:1:pos:R:3:forces:R:3:nbo_charge:R:1
H 1.071453 -0.696317 -2.261151 -0.1 -0.3 -0.2 0.329
N 0.999603 -1.288080 -1.434988 0.3 -0.6 -0.4 -0.613
C 0.921429 -0.564261 -0.407413 0.3 -0.1 0.7 0.036
C 0.813469 -1.217622 0.937860 0.3 -0.6 0.5 -0.687
P 0.961525 1.261447 -0.570264 -2.4 0.1 0.9 0.421
C -1.040020 1.401510 -0.049702 3.1 0.8 -2.0 -0.034
N -1.808741 1.581982 -1.004219 -0.8 -1.1 -1.6 -0.626
H -2.799684 1.474699 -0.784295 0.0 0.7 0.3 0.347
H 1.201336 -0.577439 1.770252 -0.1 -0.6 -0.7 0.218
H -0.253606 -1.389089 1.146488 0.2 0.0 0.0 0.232
H 1.326742 -2.222835 0.867892 -0.6 1.2 0.4 0.246
H 0.551386 0.974644 -1.874972 0.0 1.0 -0.4 -0.027
H -1.358285 1.542448 0.923365 -0.3 -0.5 2.5 0.158
```
Positions in Å, forces in eV/Å.